ORCA calculation (ωB97M-V with the def2-TZVPD basis set) on 4 unconnected molecules or ions with the total composition H8O4.

```
12
Properties=species:S:1:pos:R:3:mulliken_charge:R:1
H -2.39 -0.40 -0.83 0.320
H -1.37 -0.79 0.34 0.425
H -0.84 1.28 -0.10 0.428
H -0.23 2.53 0.61 0.321
H 1.40 0.87 -0.10 0.426
H 2.36 0.06 0.83 0.347
H 0.91 -1.21 -0.07 0.431
H 0.14 -2.45 -0.62 0.321
O -2.03 -0.06 0.06 -0.770
O -0.08 1.88 -0.09 -0.749
O 2.01 0.11 -0.15 -0.764
O 0.13 -1.81 0.11 -0.737
```

Computed properties:
Total charge: 0
HOMO-LUMO gap: 12.01 eV
SMILES: O.O.O.O
Spin multiplicity: 1
Lowest unoccupied orbital energy: 0.028 Eh
ΔE to the lowest compared entry with this formula, charge and spin: 9.6 kcal per mole